This record from the OMol25 dataset describes one molecule with the formula H4NO2PS in a non-equilibrium geometry. The level of theory is ωB97M-V/def2-TZVPD.

Summary:
* LUMO: 0.020 Eh
* relative energy (zero: lowest compared OMol25 entry of this formula, charge and spin): 28.6 kJ/mol
* largest force on an atom: 3.035 eV/Å
* molecular weight: 113.08 g mol⁻¹
* E_HOMO: -8.89 eV
* HOMO-LUMO gap: 9.43 eV

Each line ends with the natural charge from an NBO analysis.
Cartesian coordinates (Å):
1 N 0.89408 0.10546 0.50275  -1.218
2 P -0.56581 -0.59504 0.18246  1.946
3 O 0.05281 -1.48703 -0.95588  -0.955
4 O -1.65198 0.41520 -0.52661  -1.031
5 S -1.55610 -1.52854 1.55885  -0.636
6 H 1.61584 0.28015 -0.25949  0.442
7 H 0.85199 0.58865 1.40491  0.418
8 H -0.66990 -2.04655 -1.10370  0.495
9 H -2.50260 0.74409 -0.23183  0.539

---

This record from the OMol25 dataset describes a 2-piece molecular cluster, C5H13NO overall in a non-equilibrium geometry. The level of theory is ωB97M-V/def2-TZVPD.

Summary:
* LUMO: 0.009 Eh
* relative energy (zero: lowest compared OMol25 entry of this formula, charge and spin): 238.1 kJ/mol
* largest force on an atom: 5.748 eV/Å
* molecular weight: 103.16 g mol⁻¹
* E_HOMO: -9.43 eV
* HOMO-LUMO gap: 9.67 eV

Each line ends with the natural charge from an NBO analysis.
Cartesian coordinates (Å):
1 C 0.91578 0.93059 -1.39878  -0.610
2 C 0.88944 -0.02824 -0.20748  0.000
3 C 2.02049 0.32850 0.78508  -0.608
4 N 0.96934 -1.40227 -0.69278  -0.838
5 C -0.41825 0.10919 0.56622  0.385
6 O -0.72176 -0.76462 1.42639  -0.557
7 H 1.86125 0.83499 -1.92877  0.214
8 H 0.11557 0.68790 -2.09379  0.223
9 H 0.82057 1.96467 -1.06846  0.205
10 H 2.00710 -0.35415 1.63411  0.225
11 H 1.91179 1.34581 1.16032  0.210
12 H 2.98768 0.23919 0.28771  0.214
13 H 1.92186 -1.64732 -0.93834  0.356
14 H 0.66207 -2.03387 0.04079  0.378
15 H -0.62859 1.17117 0.79443  0.144
16 C -3.12632 -0.28605 0.34190  -0.746
17 H -2.01458 0.17582 -0.16400  0.170
18 H -3.23544 0.11586 1.33774  0.215
19 H -4.00289 -0.04103 -0.24881  0.201
20 H -2.93511 -1.34614 0.36652  0.220

---

This record from the OMol25 dataset describes C39H46Cl2F3HfN4O2 as an isolated structure. The level of theory is ωB97M-V/def2-TZVPD.

Summary:
* LUMO: -0.151 Eh
* charge: +1
* relative energy (zero: lowest compared OMol25 entry of this formula, charge and spin): 6.3 kJ/mol
* largest force on an atom: 0.892 eV/Å
* molecular weight: 909.21 g mol⁻¹
* E_HOMO: -9.84 eV
* HOMO-LUMO gap: 5.72 eV

Each line ends with the Löwdin charge.
Cartesian coordinates (Å):
1 Hf 0.72486 0.47331 -0.46579  1.793
2 C -4.56017 3.95296 -1.67661  -0.069
3 C -3.29243 3.93706 -2.53957  -0.177
4 C -2.50949 2.67465 -2.37075  -0.109
5 C -2.50935 1.56575 -3.16400  -0.109
6 C -3.29356 1.32044 -4.41299  -0.177
7 C -4.54937 0.47985 -4.15187  -0.069
8 C -1.62390 0.60736 -2.54936  -0.210
9 C -1.31000 -0.64338 -3.06335  0.078
10 C -0.43524 -1.58517 -2.53175  -0.202
11 C -0.15347 -2.88535 -3.07222  -0.111
12 C -0.78972 -3.46272 -4.29625  -0.181
13 C -2.17355 -4.05155 -3.99946  -0.071
14 C 0.73950 -3.48817 -2.22883  -0.114
15 C 1.01151 -2.56058 -1.16751  -0.232
16 C 1.81287 -2.79459 -0.05930  0.055
17 C 2.01671 -1.96069 1.03317  -0.227
18 N 1.47043 -0.70535 1.18065  -0.055
19 C 1.94204 -0.20014 2.36951  -0.219
20 C 1.65844 1.06918 2.86340  0.072
21 C 0.87765 2.05188 2.27111  -0.212
22 N 0.28389 1.93937 1.03476  -0.053
23 C -0.48532 3.06534 0.85290  -0.211
24 C -1.33089 3.28030 -0.22983  0.072
25 C -1.62554 2.39999 -1.26375  -0.211
26 N -1.11794 1.13115 -1.38569  -0.065
27 C -0.32442 3.93973 1.98157  -0.111
28 C 0.51598 3.31156 2.85983  -0.111
29 C 0.94621 3.77100 4.21644  -0.175
30 C 0.10703 3.14472 5.33718  -0.068
31 C -1.03111 5.24687 2.15223  -0.176
32 C -2.46702 5.07110 2.66104  -0.068
33 C 2.77388 -1.18295 3.01175  -0.113
34 C 2.82216 -2.26963 2.18354  -0.111
35 C 3.50514 -3.57966 2.41419  -0.175
36 C 2.53497 -4.64404 2.94164  -0.068
37 C 3.40108 -1.01739 4.35933  -0.176
38 C 2.40085 -1.25696 5.49699  -0.070
39 N 0.29812 -1.40473 -1.38413  -0.032
40 C 1.36755 -4.83761 -2.37403  -0.180
41 C 2.75145 -4.75594 -3.02847  -0.071
42 H -5.10765 4.88514 -1.81181  0.079
43 H -4.31643 3.84955 -0.61789  0.066
44 H -5.21913 3.12741 -1.94706  0.072
45 H -2.66498 4.79572 -2.29028  0.114
46 H -3.56657 4.05463 -3.58826  0.109
47 H -2.66321 0.82217 -5.15290  0.114
48 H -3.58065 2.27694 -4.85055  0.109
49 H -4.29045 -0.49050 -3.72504  0.068
50 H -5.10083 0.31081 -5.07607  0.079
51 H -5.20987 0.98557 -3.44683  0.072
52 H -1.79938 -0.91719 -3.98876  0.115
53 H -0.14156 -4.23791 -4.70710  0.111
54 H -0.87141 -2.69362 -5.06752  0.114
55 H -2.10071 -4.85011 -3.26020  0.080
56 H -2.62092 -4.46152 -4.90428  0.078
57 H -2.84474 -3.29039 -3.59829  0.069
58 H 2.31255 -3.75380 -0.02525  0.118
59 H 2.08688 1.31430 3.82641  0.114
60 H -1.83827 4.23562 -0.25712  0.114
61 H 0.86883 4.85744 4.26948  0.110
62 H 2.00068 3.53064 4.36927  0.114
63 H -0.94461 3.41002 5.22618  0.070
64 H 0.44530 3.49333 6.31237  0.079
65 H 0.17879 2.05599 5.31876  0.065
66 H -1.04150 5.78559 1.20217  0.114
67 H -0.47166 5.86951 2.85127  0.110
68 H -3.05431 4.45998 1.97379  0.067
69 H -2.95975 6.03702 2.76663  0.079
70 H -2.47477 4.57648 3.63273  0.070
71 H 4.32051 -3.44347 3.12504  0.110
72 H 3.96254 -3.92593 1.48482  0.114
73 H 2.11276 -4.33781 3.89968  0.071
74 H 3.04514 -5.59606 3.08447  0.079
75 H 1.70625 -4.79660 2.24788  0.066
76 H 3.82613 -0.01517 4.44862  0.114
77 H 4.23506 -1.71268 4.45768  0.109
78 H 1.56161 -0.56160 5.43460  0.065
79 H 2.87919 -1.12655 6.46716  0.079
80 H 1.99967 -2.27008 5.44975  0.071
81 H 0.71553 -5.47543 -2.97215  0.112
82 H 1.44853 -5.31441 -1.39477  0.112
83 H 2.68019 -4.31739 -4.02444  0.080
84 H 3.19332 -5.74743 -3.12156  0.078
85 H 3.42661 -4.13314 -2.43943  0.074
86 Cl -1.44382 -3.41271 1.28444  0.570
87 C -1.37929 -1.87252 2.14482  -0.961
88 Cl -1.91482 -0.51959 1.12858  0.596
89 H -0.35645 -1.67566 2.44426  0.002
90 H -2.04977 -1.93199 2.99330  0.032
91 F 3.46289 2.00004 -4.09872  0.192
92 C 3.67394 1.01207 -3.24268  -0.566
93 F 4.90706 1.09903 -2.76323  0.191
94 F 3.53939 -0.15637 -3.88550  0.174
95 C 2.64028 1.03471 -2.10033  -0.497
96 O 2.89892 0.43031 -1.02567  -0.015
97 O 1.51917 1.58067 -2.26619  -0.007

---

This record from the OMol25 dataset describes a 15-piece molecular cluster, C19H22BrCl42N4 overall in a non-equilibrium geometry. The level of theory is ωB97M-V/def2-TZVPD.

Summary:
* LUMO: -0.166 Eh
* charge: +1
* largest force on an atom: 7.571 eV/Å
* molecular weight: 1875.34 g mol⁻¹
* E_HOMO: -10.78 eV
* HOMO-LUMO gap: 6.25 eV

Each line ends with the Löwdin charge.
Cartesian coordinates (Å):
1 C 3.35897 -1.71637 -0.37378  -0.111
2 C 2.76158 -0.32272 -0.36884  -0.167
3 C 1.72487 0.13594 -1.59566  -0.164
4 N 0.33012 -0.26121 -1.09933  -0.148
5 C -0.55927 0.73217 -0.38470  0.033
6 N -1.80246 -0.05124 -0.02332  0.094
7 C -1.53631 -1.44672 -0.56749  -0.256
8 N -2.37838 -2.52554 -0.44950  0.111
9 N -0.16767 -1.54867 -1.24330  -0.441
10 Br 0.53770 -3.09758 -2.02980  0.872
11 H 2.92739 -2.46647 0.42166  0.077
12 H 4.19027 -2.05106 -1.13459  0.063
13 H 2.99873 0.41688 0.52944  -0.055
14 H 1.97245 -0.37291 -2.62086  0.111
15 H 1.76862 1.31576 -1.74092  0.063
16 H -0.29999 1.85312 -0.14185  0.057
17 H -2.06007 -3.52398 -0.63042  0.093
18 H -3.37893 -2.39575 -0.12198  0.075
19 C 3.04269 3.24531 2.69831  -1.477
20 Cl 3.99182 4.71111 2.39808  0.536
21 Cl 1.30974 3.58688 2.55842  0.477
22 Cl 3.51539 1.95749 1.57684  0.578
23 H 3.24573 2.90626 3.71736  -0.089
24 C 5.03478 3.06897 -2.09255  -1.514
25 Cl 4.43984 3.89244 -0.64082  0.494
26 Cl 6.39069 3.96169 -2.80243  0.548
27 Cl 5.51570 1.40663 -1.71185  0.511
28 H 4.22435 3.03383 -2.82509  -0.030
29 C -1.86585 2.54556 4.97433  -1.502
30 Cl -0.35005 1.64480 4.79956  0.483
31 Cl -2.17790 2.91317 6.67928  0.559
32 Cl -1.81866 4.03481 4.01542  0.511
33 H -2.68218 1.92164 4.60154  0.023
34 C -4.44250 -5.47415 1.37613  -1.494
35 Cl -5.73011 -6.62294 1.77848  0.566
36 Cl -3.06877 -6.31365 0.63623  0.534
37 Cl -5.05285 -4.20858 0.29659  0.585
38 H -4.10041 -5.00251 2.30089  0.026
39 C -6.19369 -4.90428 -3.10664  -1.518
40 Cl -7.48130 -6.05307 -2.70429  0.547
41 Cl -4.81995 -5.74379 -3.84654  0.517
42 Cl -6.80403 -3.63871 -4.18617  0.532
43 H -5.85159 -4.43265 -2.18188  -0.058
44 C -1.95549 4.69399 -0.47609  -1.485
45 Cl -2.55352 3.37273 -1.49403  0.512
46 Cl -3.20159 5.20523 0.67510  0.550
47 Cl -0.48285 4.20339 0.37844  0.482
48 H -1.71306 5.54273 -1.12069  0.029
49 C -4.95968 -4.61374 -7.37395  -1.549
50 Cl -4.01056 -3.14794 -7.67418  0.513
51 Cl -6.69264 -4.27217 -7.51384  0.508
52 Cl -4.48699 -5.90155 -8.49541  0.533
53 H -4.75665 -4.95279 -6.35489  -0.063
54 C 4.35299 1.61613 6.30164  -1.492
55 Cl 4.82495 1.85659 7.99249  0.531
56 Cl 2.59244 1.71340 6.12741  0.496
57 Cl 5.14808 2.80733 5.25836  0.551
58 H 4.67504 0.61837 5.99275  0.025
59 C 0.63178 2.89731 -4.35000  -1.479
60 Cl 2.14757 1.99655 -4.52477  0.567
61 Cl 0.31973 3.26492 -2.64504  0.522
62 Cl 0.67897 4.38656 -5.30890  0.562
63 H -0.18455 2.27339 -4.72279  0.028
64 C -2.54488 -9.41937 -1.64041  -1.546
65 Cl -3.83249 -10.56816 -1.23806  0.532
66 Cl -1.17114 -10.25888 -2.38031  0.528
67 Cl -3.15522 -8.15380 -2.71994  0.467
68 H -2.20278 -8.94774 -0.71565  -0.010
69 C 7.97231 -0.91910 0.66184  -1.513
70 Cl 8.62906 -2.51195 0.24821  0.531
71 Cl 6.23628 -0.85258 0.31378  0.507
72 Cl 8.28000 -0.54264 2.36571  0.528
73 H 8.47584 -0.16873 0.04698  0.023
74 C -1.17796 -1.62374 -10.20781  -1.546
75 Cl -0.14894 -3.06117 -10.32800  0.514
76 Cl -0.35028 -0.33952 -9.31054  0.498
77 Cl -1.64356 -1.05535 -11.82018  0.526
78 H -2.08577 -1.89467 -9.66271  -0.022
79 C 3.74451 6.01471 8.30783  -1.516
80 Cl 3.14648 4.69346 7.28989  0.487
81 Cl 2.49841 6.52596 9.45901  0.526
82 Cl 5.21715 5.52411 9.16236  0.521
83 H 3.98694 6.86346 7.66323  0.021
84 C -3.73567 6.30394 7.78468  -1.551
85 Cl -4.89833 6.84656 6.56267  0.510
86 Cl -2.42126 7.47939 7.95796  0.514
87 Cl -4.54417 6.04121 9.33931  0.520
88 H -3.30708 5.35421 7.45455  -0.046